# 1
{"formula": "C3H3O4S", "method": "ωB97M-V with the def2-TZVPD basis set", "species": ["O", "C", "S", "C", "O", "C", "O", "O", "H", "H", "H"], "xyz": [[-1.450, -1.376, -1.303], [-0.321, -0.887, -1.397], [0.087, 0.799, -1.590], [-0.348, 0.766, 0.192], [-1.718, 0.567, 0.413], [0.611, 0.321, 1.124], [0.358, 0.074, 2.289], [1.988, 0.361, 0.737], [0.591, -1.312, -0.844], [-1.952, -0.361, 0.279], [2.154, 1.047, 0.099]], "gap_ha": 0.25390, "multiplicity": 1, "energy_ha": -815.27238, "total_charge": -1, "largest_force_ev_per_a": 2.675, "e_lumo_ev": 3.367, "de_lowest_kj_mol": 139.15}

=====

# 2
{"formula": "C3H3N3O2", "method": "ωB97M-V with the def2-TZVPD basis set", "species": ["C", "C", "C", "H", "H", "H", "N", "N", "N", "O", "O"], "xyz": [[0.090, -0.032, 0.545], [-0.055, 1.259, -1.077], [-0.464, -0.939, -0.580], [0.403, -0.765, 3.510], [0.157, 2.140, -1.683], [-0.881, 0.109, -2.553], [0.405, -0.714, 1.527], [0.468, 1.170, 0.100], [-0.354, -0.015, -1.608], [1.161, -0.218, 2.548], [-0.930, -1.996, -0.729]], "gap_ha": 0.33221, "multiplicity": 1, "energy_ha": -430.70566, "largest_force_ev_per_a": 6.052, "e_lumo_ev": -0.404, "de_lowest_kj_mol": 565.33}

=====

# 3
{"formula": "C15H23N2O", "method": "ωB97M-V with the def2-TZVPD basis set", "species": ["C", "N", "C", "C", "H", "H", "H", "H", "H", "H", "H", "H", "C", "C", "C", "C", "C", "C", "N", "C", "C", "O", "C", "C", "C", "C", "H", "H", "H", "H", "H", "H", "H", "H", "H", "H", "H", "H", "H", "H", "H"], "xyz": [[0.433, -2.121, 0.807], [-0.825, -1.730, 0.171], [-1.814, -1.000, 0.964], [-1.016, -1.922, -1.105], [0.341, -1.899, 1.876], [0.614, -3.196, 0.658], [1.281, -1.565, 0.374], [-1.461, -0.989, 2.001], [-1.934, 0.029, 0.590], [-2.789, -1.503, 0.898], [-1.924, -1.525, -1.567], [-0.214, -2.361, -1.701], [-1.903, -2.576, -5.946], [-3.193, -2.577, -5.392], [-3.425, -3.175, -4.160], [-2.368, -3.788, -3.447], [-2.606, -4.290, -2.118], [-1.748, -5.133, -1.455], [-1.866, -5.460, -0.147], [-0.779, -6.258, 0.430], [-1.210, -6.908, 1.735], [-1.913, -5.981, 2.565], [-3.125, -5.535, 1.965], [-2.885, -4.797, 0.651], [-1.086, -3.846, -4.046], [-0.858, -3.226, -5.274], [-1.718, -2.097, -6.906], [-4.019, -2.105, -5.926], [-4.420, -3.169, -3.703], [-3.552, -3.993, -1.658], [-0.905, -5.604, -1.971], [-0.520, -7.033, -0.302], [0.122, -5.642, 0.611], [-1.825, -7.798, 1.495], [-0.325, -7.193, 2.320], [-3.811, -6.378, 1.754], [-3.570, -4.857, 2.708], [-2.619, -3.743, 0.859], [-3.830, -4.806, 0.099], [-0.269, -4.334, -3.509], [0.143, -3.252, -5.704]], "gap_ha": 0.21911, "multiplicity": 1, "energy_ha": -769.81258, "total_charge": 1, "largest_force_ev_per_a": 2.131, "e_lumo_ev": -4.327, "de_lowest_kj_mol": 185.58}

=====

# 4
{"formula": "C2H7NS", "method": "ωB97M-V with the def2-TZVPD basis set", "species": ["C", "C", "S", "N", "H", "H", "H", "H", "H", "H", "H"], "xyz": [[0.141, 0.515, -0.363], [-0.522, -0.285, 0.744], [0.324, -0.387, 2.257], [-0.099, -0.069, -1.711], [-0.227, 1.532, -0.524], [1.219, 0.451, -0.091], [-1.513, 0.217, 0.945], [-0.750, -1.371, 0.426], [1.302, 0.432, 2.057], [0.879, -0.230, -1.979], [-0.752, -0.807, -1.762]], "gap_ha": [0.41432, 0.16406], "s_squared": 0.755, "multiplicity": 2, "energy_ha": -532.96068, "total_charge": 1, "largest_force_ev_per_a": 3.464, "e_lumo_ev": [-3.565, -9.334], "de_lowest_kj_mol": 145.31}

=====

# 5
{"formula": "CH3BrO", "method": "ωB97M-V with the def2-TZVPD basis set", "species": ["C", "O", "Br", "H", "H", "H"], "xyz": [[-0.705, 0.131, 0.001], [0.924, -0.818, -0.138], [2.304, 0.317, 0.094], [-1.457, -0.616, -0.254], [-0.359, 0.730, -0.756], [-0.706, 0.257, 1.053]], "gap_ha": 0.33526, "multiplicity": 1, "energy_ha": -2689.02175, "largest_force_ev_per_a": 5.352, "e_lumo_ev": -0.258, "de_lowest_kj_mol": 299.74}

=====

# 6
{"formula": "C50H46F2N8O20S", "method": "ωB97M-V with the def2-TZVPD basis set", "species": ["C", "O", "C", "C", "C", "C", "C", "N", "C", "O", "F", "C", "O", "F", "O", "S", "O", "O", "H", "H", "H", "H", "H", "H", "H", "H", "H", "H", "H", "O", "N", "O", "C", "C", "C", "C", "C", "C", "H", "H", "H", "H", "H", "O", "N", "O", "C", "C", "C", "C", "C", "C", "H", "H", "H", "H", "H", "O", "N", "O", "C", "C", "C", "C", "C", "C", "H", "H", "H", "H", "H", "O", "N", "O", "C", "C", "C", "C", "C", "C", "H", "H", "H", "H", "H", "O", "N", "O", "C", "C", "C", "C", "C", "C", "H", "H", "H", "H", "H", "O", "N", "O", "C", "C", "C", "C", "C", "C", "H", "H", "H", "H", "H", "O", "N", "O", "C", "C", "C", "C", "C", "C", "H", "H", "H", "H", "H"], "xyz": [[-1.445, -2.133, -3.256], [-0.342, -1.400, -2.743], [0.239, -0.455, -3.600], [-0.289, 1.009, -3.504], [-0.883, 1.521, -4.831], [-2.238, 0.893, -5.158], [-3.247, 1.159, -4.060], [-4.586, 0.633, -4.324], [-4.716, -0.777, -4.392], [-5.345, -1.458, -3.669], [-4.062, -1.257, -5.438], [-5.651, 1.173, -3.544], [-6.779, 1.159, -3.864], [-5.219, 1.766, -2.442], [-2.800, 0.642, -2.779], [-1.481, 1.327, -2.242], [-1.149, 0.747, -0.990], [-1.680, 2.746, -2.265], [-2.346, -1.915, -2.679], [-1.232, -3.197, -3.166], [-1.638, -1.900, -4.304], [1.300, -0.424, -3.367], [0.168, -0.790, -4.640], [0.536, 1.672, -3.249], [-1.006, 2.604, -4.758], [-0.179, 1.320, -5.636], [-2.103, -0.167, -5.347], [-2.634, 1.329, -6.076], [-3.353, 2.241, -3.973], [3.184, -0.779, -4.629], [4.324, -0.417, -4.382], [4.961, 0.348, -5.073], [4.950, -0.951, -3.164], [4.234, -1.841, -2.383], [4.831, -2.346, -1.241], [6.119, -1.959, -0.896], [6.816, -1.059, -1.692], [6.232, -0.546, -2.838], [3.233, -2.136, -2.661], [4.289, -3.043, -0.617], [6.578, -2.354, -0.002], [7.814, -0.754, -1.413], [6.761, 0.156, -3.464], [7.120, -3.010, 2.181], [8.306, -2.994, 1.912], [8.880, -2.062, 1.385], [9.097, -4.193, 2.236], [8.457, -5.279, 2.803], [9.203, -6.410, 3.093], [10.564, -6.436, 2.817], [11.186, -5.330, 2.253], [10.450, -4.195, 1.956], [7.399, -5.242, 3.013], [8.721, -7.271, 3.534], [11.142, -7.323, 3.042], [12.246, -5.352, 2.041], [10.918, -3.327, 1.517], [4.817, 1.031, -0.044], [4.689, 1.053, 1.165], [5.592, 0.885, 1.957], [3.343, 1.319, 1.703], [2.297, 1.490, 0.817], [1.030, 1.736, 1.319], [0.826, 1.809, 2.690], [1.894, 1.637, 3.564], [3.166, 1.389, 3.072], [2.470, 1.431, -0.247], [0.206, 1.867, 0.631], [-0.165, 1.997, 3.080], [1.735, 1.694, 4.632], [4.004, 1.253, 3.738], [-4.602, 8.997, -0.207], [-3.956, 8.096, -0.707], [-3.035, 8.257, -1.480], [-4.316, 6.714, -0.345], [-5.384, 6.503, 0.508], [-5.726, 5.202, 0.836], [-4.999, 4.140, 0.315], [-3.924, 4.373, -0.532], [-3.577, 5.671, -0.871], [-5.939, 7.336, 0.913], [-6.558, 5.019, 1.503], [-5.267, 3.124, 0.575], [-3.350, 3.551, -0.932], [-2.743, 5.865, -1.529], [0.274, -4.296, 3.531], [-0.918, -4.188, 3.734], [-1.528, -4.795, 4.593], [-1.680, -3.262, 2.878], [-1.020, -2.587, 1.870], [-1.745, -1.730, 1.056], [-3.106, -1.563, 1.266], [-3.750, -2.247, 2.291], [-3.036, -3.107, 3.107], [0.039, -2.725, 1.715], [-1.253, -1.193, 0.258], [-3.669, -0.898, 0.623], [-4.811, -2.112, 2.454], [-3.520, -3.647, 3.907], [-3.542, 5.458, 6.582], [-3.398, 5.829, 5.434], [-3.171, 5.094, 4.494], [-3.510, 7.273, 5.163], [-3.739, 8.137, 6.217], [-3.830, 9.494, 5.954], [-3.693, 9.964, 4.654], [-3.468, 9.078, 3.610], [-3.374, 7.719, 3.862], [-3.844, 7.756, 7.222], [-4.006, 10.185, 6.767], [-3.762, 11.025, 4.455], [-3.367, 9.442, 2.596], [-3.198, 7.021, 3.057], [-1.622, -4.317, -0.832], [-1.400, -5.230, -1.601], [-0.599, -5.170, -2.516], [-2.156, -6.477, -1.419], [-3.089, -6.541, -0.401], [-3.809, -7.713, -0.238], [-3.586, -8.791, -1.084], [-2.639, -8.704, -2.096], [-1.913, -7.537, -2.271], [-3.248, -5.693, 0.249], [-4.545, -7.783, 0.551], [-4.153, -9.703, -0.955], [-2.464, -9.546, -2.752], [-1.173, -7.453, -3.052]], "gap_ha": 0.33275, "multiplicity": 1, "energy_ha": -4473.05688, "largest_force_ev_per_a": 1.453, "e_lumo_ev": -0.643}

=====

# 7
{"formula": "C31H50BrFeN3OP2", "method": "ωB97M-V with the def2-TZVPD basis set", "species": ["C", "C", "C", "C", "N", "C", "C", "C", "C", "C", "C", "C", "C", "C", "Fe", "P", "H", "H", "H", "H", "H", "H", "H", "H", "C", "C", "H", "H", "H", "H", "H", "C", "C", "H", "H", "H", "H", "H", "C", "C", "H", "H", "H", "H", "H", "Br", "P", "C", "C", "H", "H", "H", "H", "H", "C", "C", "H", "H", "H", "H", "H", "C", "C", "H", "H", "H", "H", "H", "C", "N", "C", "C", "C", "N", "C", "C", "O", "H", "H", "H", "H", "H", "H", "H", "H", "H", "H", "H", "H"], "xyz": [[0.148, -2.550, -5.590], [-0.016, -1.142, -5.713], [-0.399, -0.644, -6.973], [-0.574, -1.535, -8.047], [-0.449, -2.854, -7.896], [-0.090, -3.359, -6.718], [0.205, -0.213, -4.636], [0.815, -0.007, -3.487], [1.479, -0.275, -2.265], [0.784, -1.030, -1.302], [1.144, -0.939, 0.039], [2.048, 0.081, 0.385], [2.944, 0.615, -0.563], [2.638, 0.456, -1.906], [-0.411, 1.337, -3.820], [-1.813, 0.295, 0.611], [-0.565, 0.419, -7.123], [0.424, -3.032, -4.654], [-0.821, -1.154, -9.047], [0.022, -4.452, -6.673], [3.233, 0.935, -2.681], [-0.090, -1.603, -1.605], [3.831, 1.151, -0.231], [0.681, -1.554, 0.807], [-1.725, 1.238, 2.195], [-3.015, 1.840, 2.743], [-0.991, 2.038, 2.015], [-1.264, 0.562, 2.930], [-2.842, 2.203, 3.765], [-3.352, 2.701, 2.151], [-3.832, 1.110, 2.803], [-3.345, 0.884, -0.217], [-3.823, -0.041, -1.338], [-3.113, 1.883, -0.624], [-4.118, 1.011, 0.550], [-4.252, 0.547, -2.155], [-3.005, -0.640, -1.759], [-4.612, -0.723, -0.994], [-2.271, -1.386, 1.209], [-3.634, -1.513, 1.883], [-1.464, -1.718, 1.883], [-2.221, -2.037, 0.322], [-3.867, -2.579, 2.014], [-3.638, -1.058, 2.882], [-4.443, -1.072, 1.287], [2.011, 0.829, 2.088], [0.326, 4.281, -1.891], [-1.278, 3.732, -1.131], [-1.865, 4.884, -0.317], [-1.096, 2.839, -0.508], [-1.962, 3.446, -1.944], [-2.860, 4.629, 0.067], [-1.232, 5.143, 0.542], [-1.970, 5.782, -0.938], [1.406, 3.905, -0.414], [2.585, 4.868, -0.312], [1.751, 2.864, -0.485], [0.789, 3.975, 0.494], [3.190, 4.632, 0.571], [3.232, 4.805, -1.195], [2.242, 5.905, -0.205], [0.773, 2.829, -2.966], [0.418, 3.189, -4.419], [0.209, 2.002, -2.386], [1.849, 2.647, -2.837], [0.038, 2.388, -5.126], [-0.294, 4.031, -4.462], [1.348, 3.509, -4.918], [3.281, -2.717, 2.519], [2.693, -3.010, 3.795], [3.535, -3.579, 4.820], [2.891, -3.422, 6.174], [1.478, -3.949, 6.129], [0.756, -3.275, 5.076], [-0.682, -3.294, 5.118], [1.322, -2.901, 3.880], [0.621, -2.491, 2.936], [2.823, -3.310, 1.719], [4.348, -2.944, 2.562], [3.152, -1.658, 2.270], [3.720, -4.650, 4.622], [4.499, -3.063, 4.788], [2.889, -2.368, 6.472], [3.456, -3.981, 6.923], [0.948, -3.761, 7.070], [1.492, -5.042, 5.957], [-1.098, -4.012, 4.396], [-0.999, -3.586, 6.125], [-1.078, -2.298, 4.883]], "gap_ha": [0.23353, 0.13327], "s_squared": 6.060, "multiplicity": 5, "energy_ha": -5970.43767, "total_charge": 2, "largest_force_ev_per_a": 4.020, "e_lumo_ev": [-6.248, -8.976], "de_lowest_kj_mol": 292.42}

=====

# 8
{"formula": "C3H4ClFO3", "method": "ωB97M-V with the def2-TZVPD basis set", "species": ["O", "C", "O", "C", "O", "C", "F", "Cl", "H", "H", "H", "H"], "xyz": [[0.014, -2.048, -1.220], [-0.606, -1.201, -0.661], [-1.900, -1.368, -0.439], [-0.059, 0.214, -0.265], [-1.030, 0.576, 0.684], [1.273, 0.292, 0.388], [2.221, -0.081, -0.637], [1.564, 2.103, 0.723], [-2.265, -0.630, 0.049], [-0.026, 0.871, -1.121], [-0.851, 1.453, 1.109], [1.666, -0.181, 1.390]], "gap_ha": 0.40830, "multiplicity": 1, "energy_ha": -902.47735, "largest_force_ev_per_a": 4.274, "e_lumo_ev": 0.364, "de_lowest_kj_mol": 0.00}